ORCA calculation (the ωB97M-V functional and the def2-TZVPD basis) on 2 unconnected molecules or ions with the total composition C3H9IN2.

ORCA input file:
```
! RIJCOSX wB97M-V def2-TZVPD def2/J DEFGRID3
* xyz 0 1
I -4.15015 -0.25493 0.04569
N -1.94248 1.72122 0.18882
N -1.00329 2.60187 0.15053
C 1.37354 -0.48576 0.66497
C 0.43805 -1.34719 -0.18646
C -2.47882 0.85576 -0.68897
H 1.45279 0.54658 0.44995
H -2.52723 1.09164 -1.69908
H -0.46818 -0.77314 -0.45757
H 2.52128 -0.82457 0.59921
H 0.96547 -0.48286 1.69113
H 1.00977 -1.32146 -1.13103
H -2.16076 1.62373 1.12128
H 0.26581 -2.27297 0.37835
H -0.73122 2.62065 -0.83476
*
```

Its orbital gap (spin up / spin down) is 8.260 / 8.259 eV. As for the lowest unoccupied orbital energy (spin up / spin down): 0.1 / 0.1 eV. Its HOMO energy (spin up / spin down) is -8.170 / -8.169 eV.